45
Properties=species:S:1:pos:R:3:forces:R:3 method="wB97M-V/def2-TZVPD" orbital_gap_ev=8.90 total_charge=+1 spin_multiplicity=1
O 2.6061 2.0346 -0.8162 -0.30 0.02 0.44
O 2.0291 4.7103 1.0230 -0.11 -0.40 -0.51
O 1.2064 -3.1138 -1.7064 0.26 -0.21 0.27
O -3.1298 -4.8630 -0.5805 0.30 -0.02 0.10
O -0.5794 -4.3162 0.1541 -0.05 -0.24 0.28
C 1.4895 2.4256 -1.1257 1.84 -0.68 -0.96
C 1.1356 4.1669 1.6446 1.26 0.16 -1.01
C 1.2347 -0.5519 0.6095 -0.28 0.21 0.52
C 0.8685 0.2593 1.6469 0.74 0.73 -0.63
C -0.1987 -1.6604 1.8864 0.22 -0.19 -0.52
C -1.8422 -3.4579 -3.7253 0.24 -0.14 0.55
C -0.5269 -3.1577 -3.3521 -0.79 -0.18 0.06
C -2.7205 -4.0249 -2.7951 0.58 0.25 -0.24
C -0.0838 -3.4215 -2.0530 -0.76 -0.20 -0.81
C -2.2818 -4.2989 -1.4977 -0.46 0.40 -1.34
C -0.9657 -4.0008 -1.1243 -0.32 -0.15 -0.22
N 0.5555 -1.7439 0.7719 -0.49 0.49 0.92
N 0.6625 4.7671 2.7414 -1.02 0.06 1.37
N 0.4884 2.6082 -0.2557 -1.09 0.65 1.62
N -0.0252 -0.4415 2.4371 0.35 -0.76 -1.02
C 1.1473 2.6299 -2.5837 0.03 0.17 0.14
C -0.3858 4.3156 3.6597 0.24 0.09 -0.44
C 1.3752 1.6556 1.9043 0.09 -0.15 0.34
C 0.5864 2.7888 1.2137 -0.36 -0.40 -0.46
H 1.7636 -3.1030 -2.5064 -0.33 0.04 0.52
H -3.9661 -5.1125 -1.0130 0.52 0.13 0.22
H -1.2512 -4.9410 0.4952 0.44 0.35 -0.04
H 1.9431 -0.3057 -0.1766 -0.28 -0.30 0.10
H -0.8393 -2.4526 2.2638 0.24 0.29 -0.14
H -2.1800 -3.2518 -4.7386 0.08 -0.05 0.25
H 0.1439 -2.7166 -4.0835 0.04 -0.03 0.17
H -3.7393 -4.2512 -3.0953 0.07 -0.02 0.13
H 0.6020 -2.5503 0.1335 0.10 0.39 0.60
H 1.1018 5.6565 2.9355 0.03 -0.15 -0.10
H -0.3874 2.8720 -0.6780 -0.01 0.19 0.22
H -0.4444 -0.1064 3.2954 0.02 -0.19 -0.17
H 0.8081 3.6538 -2.7335 -0.14 0.00 -0.14
H 0.3694 1.9299 -2.8829 -0.14 0.04 -0.12
H 2.0419 2.4616 -3.1837 -0.14 -0.02 0.17
H -1.3412 4.2335 3.1378 -0.06 -0.04 0.14
H -0.4990 5.0455 4.4649 0.08 -0.14 -0.20
H -0.1212 3.3558 4.1051 -0.10 -0.02 0.09
H 1.3571 1.8261 2.9810 -0.05 0.14 0.13
H 2.4265 1.7107 1.6149 -0.17 -0.03 -0.15
H -0.4335 2.7366 1.5872 -0.28 -0.11 -0.12



51
Properties=species:S:1:pos:R:3:forces:R:3 method="wB97M-V/def2-TZVPD" orbital_gap_ev=8.01 relative_energy_kcal_mol=4.6 spin_multiplicity=1
Rb -0.4503 -0.8915 -0.0019 0.18 -0.36 0.39
C -4.4832 0.5446 -2.4524 0.01 -0.01 0.08
C -3.7436 0.3181 -1.2800 0.02 -0.03 -0.13
N -2.5892 -0.2848 -1.5466 -0.54 0.21 -0.38
N -2.5596 -0.4592 -2.8838 -0.03 -0.01 -0.09
C -3.6830 0.0281 -3.4492 0.06 0.00 0.06
B -1.3799 -1.1222 -3.6419 0.03 -0.01 0.15
N -0.0883 -0.2682 -3.5270 -0.03 -0.01 -0.10
C 0.5321 0.3506 -4.5520 -0.01 -0.03 0.08
C 1.6338 1.0153 -4.0572 0.01 0.01 0.08
C 1.5984 0.7363 -2.6818 -0.05 -0.05 -0.06
N 0.5633 -0.0371 -2.3684 0.24 0.30 -0.64
N -1.1384 -2.5723 -3.1491 -0.03 0.03 -0.07
C -1.2530 -3.6790 -3.9112 0.02 0.03 0.07
C -0.9660 -4.7776 -3.1307 0.02 0.01 0.09
C -0.6804 -4.2240 -1.8725 -0.02 0.04 -0.08
N -0.7849 -2.8987 -1.8871 -0.07 -0.43 -0.41
H -5.4510 1.0074 -2.5558 0.05 -0.02 0.01
H -3.9965 0.5644 -0.2590 0.00 0.01 -0.01
H -3.8323 -0.0246 -4.5160 0.04 -0.02 0.05
H -1.6786 -1.1738 -4.8104 0.01 0.00 0.06
H 0.1472 0.2760 -5.5567 0.00 -0.03 0.06
H 2.3491 1.6077 -4.6040 -0.04 -0.03 0.03
H 2.2776 1.0603 -1.9069 0.01 0.00 -0.01
H -1.5297 -3.6081 -4.9509 0.01 0.04 0.05
H -0.9634 -5.8147 -3.4228 0.00 0.05 0.01
H -0.4039 -4.7330 -0.9607 0.00 0.01 -0.01
C 3.2120 1.1992 4.4508 -0.02 -0.02 -0.02
C 3.5057 1.3721 2.9545 -0.04 -0.07 -0.02
C 3.5124 2.8580 2.5773 -0.03 0.00 -0.03
C 4.8482 0.7217 2.5944 -0.03 -0.01 -0.02
C 2.4366 0.6947 2.1882 -0.01 0.01 -0.03
N 1.6060 0.1697 1.5915 0.51 0.24 0.39
H 3.9960 1.6922 5.0279 -0.02 -0.01 -0.02
H 3.1911 0.1441 4.7257 0.00 0.02 0.00
H 2.2528 1.6458 4.7154 0.02 -0.01 0.00
H 4.2985 3.3636 3.1404 -0.01 -0.01 -0.01
H 2.5574 3.3275 2.8150 0.02 0.00 0.00
H 3.7070 2.9913 1.5128 0.00 0.00 0.02
H 5.6440 1.2109 3.1583 -0.02 -0.01 -0.01
H 5.0607 0.8275 1.5303 0.00 0.00 0.02
H 4.8483 -0.3400 2.8427 0.01 0.02 0.00
N -3.6312 2.0178 4.2697 -0.10 -0.15 -0.04
N -2.7420 1.0726 3.7850 0.07 0.16 -0.08
N -2.2253 0.1443 4.5498 -0.05 -0.07 -0.15
C -1.5483 -0.5623 3.6473 0.05 0.05 -0.09
N -1.6563 -0.0569 2.4116 -0.29 0.24 0.64
N -2.4333 1.0075 2.5228 0.01 -0.30 0.12
H -3.4468 2.1156 5.2588 0.05 0.09 0.06
H -3.4674 2.8810 3.7685 0.04 0.09 0.01
H -0.9727 -1.4377 3.8975 -0.03 0.04 -0.02



72
Properties=species:S:1:pos:R:3:forces:R:3 method="wB97M-V/def2-TZVPD" orbital_gap_ev=8.87 spin_multiplicity=1
C -1.7134 -0.0518 -2.5637 0.54 -0.56 -0.42
C -0.0790 -0.1087 -2.8557 -0.35 -0.48 0.14
C 0.2762 -0.3489 -4.4424 0.43 0.57 0.14
C 1.9141 -0.5476 -4.6952 -1.52 1.42 -1.91
C 2.7779 0.8226 -4.4516 -0.93 1.09 -0.33
O 2.3829 -1.7305 -3.9621 0.43 1.63 1.81
S 3.5113 -1.3502 -2.7450 1.66 -5.14 1.68
O 3.8399 -2.7433 -2.0792 -1.69 5.14 -2.59
O 2.8154 -0.4493 -1.4606 -0.29 -0.17 -0.08
S 4.1500 0.1708 -0.5358 -0.36 -0.70 1.11
H -2.1493 -1.0731 -2.9934 0.74 2.23 1.07
H -1.9137 0.0111 -1.4016 0.33 -0.12 -2.51
H -2.2469 0.8381 -3.1160 1.14 -1.70 1.11
H 0.4632 0.8471 -2.3920 -1.19 -2.06 -1.36
H 0.3274 -1.0394 -2.2694 -0.76 1.87 -1.19
H -0.2778 -1.3051 -4.8927 1.21 2.07 1.20
H -0.0664 0.5998 -5.0806 0.79 -2.07 1.30
H 2.0041 -0.8090 -5.8563 -0.13 0.44 2.77
H 3.9239 0.7390 -4.6966 -2.34 -0.02 0.70
H 2.5638 1.3028 -3.3796 0.71 -1.24 -2.30
H 2.3474 1.6261 -5.2224 0.84 -1.85 1.57
H 3.6076 1.1717 0.3327 -0.09 -1.33 -1.59
C 1.5989 3.4967 0.6724 -0.09 0.14 -0.03
Cl 2.7012 3.0137 1.9728 -0.11 0.01 -0.07
Cl 1.1369 2.0929 -0.3051 0.02 0.28 0.15
Cl 0.1618 4.2913 1.3381 0.15 -0.07 -0.07
H 2.1187 4.2095 0.0273 -0.24 -0.35 0.35
C 4.9803 4.2940 -1.5299 0.38 0.00 -0.34
Cl 3.4019 5.0744 -1.7278 0.21 0.13 -0.27
Cl 5.5831 4.5195 0.1209 -0.07 -0.02 -0.23
Cl 4.8755 2.5696 -1.9238 0.21 1.20 -0.11
H 5.6853 4.7629 -2.2210 -0.28 -0.03 0.27
C 0.3363 -2.8523 0.5534 0.12 0.00 -0.11
Cl -0.5368 -3.8886 -0.5882 0.12 0.14 0.09
Cl -0.0725 -1.1492 0.2857 0.44 -0.60 -0.35
Cl -0.0246 -3.3237 2.2229 0.13 -0.01 -0.23
H 1.4084 -2.9799 0.3837 -0.33 0.06 0.02
C -1.1540 1.3933 3.2572 0.14 -0.29 0.08
Cl -2.7324 2.1736 3.0593 0.12 0.10 -0.05
Cl -0.5511 1.6188 4.9081 -0.03 0.04 -0.23
Cl -1.2587 -0.3311 2.8633 -0.32 0.67 0.75
H -0.4490 1.8621 2.5661 -0.27 -0.12 0.22
C 4.6393 -1.1002 -8.0423 0.12 -0.09 -0.02
Cl 3.7661 -2.1364 -9.1839 0.15 0.13 0.16
Cl 4.2304 0.6030 -8.3100 0.06 -0.14 0.05
Cl 4.2783 -1.5715 -6.3728 0.52 -0.22 -0.46
H 5.7114 -1.2278 -8.2119 -0.38 0.06 0.05
C 1.4816 -3.6807 6.2686 0.01 -0.01 0.02
Cl 1.2560 -2.8916 7.8389 0.09 -0.17 -0.29
Cl -0.0797 -3.9365 5.4708 0.14 -0.04 0.17
Cl 2.5566 -2.7201 5.2384 -0.11 -0.15 0.12
H 1.9462 -4.6556 6.4367 -0.17 0.35 -0.07
C -5.4253 -0.2525 2.2399 0.09 0.07 0.04
Cl -6.8079 -0.2163 3.3474 0.14 -0.01 -0.11
Cl -4.7811 -1.8975 2.1028 -0.04 0.16 0.00
Cl -5.8879 0.3692 0.6465 0.08 -0.04 0.18
H -4.6414 0.3914 2.6465 -0.25 -0.27 -0.15
C 3.7132 -1.1648 11.0784 0.05 -0.01 0.01
Cl 3.6524 0.5778 11.3931 0.02 -0.22 0.00
Cl 2.0787 -1.8167 10.8707 0.20 0.08 0.20
Cl 4.7047 -1.5048 9.6498 -0.11 0.01 0.20
H 4.1723 -1.6547 11.9408 -0.17 0.17 -0.31
C -7.1229 4.0320 -1.0585 -0.04 -0.02 0.05
Cl -6.6646 2.6337 -2.0455 -0.08 0.14 0.12
Cl -5.7037 4.7087 -0.2415 -0.18 -0.10 -0.05
Cl -7.9134 5.2650 -2.0556 0.06 -0.16 0.15
H -7.8321 3.6983 -0.2969 0.26 0.11 -0.26
C -8.1155 -3.3856 0.7380 0.04 0.05 0.02
Cl -9.4982 -3.3494 1.8454 0.18 0.03 -0.10
Cl -7.4713 -5.0306 0.6008 -0.03 0.23 0.04
Cl -8.5782 -2.7639 -0.8555 0.09 -0.03 0.19
H -7.3317 -2.7416 1.1446 -0.25 -0.22 -0.13



44
Properties=species:S:1:pos:R:3:forces:R:3 method="wB97M-V/def2-TZVPD" orbital_gap_ev="6.74 / 7.56" relative_energy_kcal_mol=0.0 total_charge=+2 spin_multiplicity=3
C -0.0913 0.2829 -4.2668 0.14 0.25 -1.77
C 1.3081 0.8305 -4.5918 0.05 -0.03 0.50
C -0.3084 -1.0852 -4.9347 -0.04 -0.15 0.53
C -1.1859 1.2786 -4.6837 -0.07 -0.02 0.53
Cl -0.2001 0.0537 -2.4066 0.03 0.02 -0.42
H -0.2689 -1.0273 -6.0310 0.05 0.36 0.31
H -1.2852 -1.5006 -4.6706 0.09 0.07 -0.01
H 0.4629 -1.7965 -4.6251 -0.08 0.09 0.00
H 1.4476 1.0085 -5.6659 -0.37 -0.16 0.19
H 2.0846 0.1251 -4.2818 -0.11 0.06 0.00
H 1.4858 1.7825 -4.0838 -0.06 -0.10 -0.03
H -1.1820 1.4690 -5.7636 0.26 -0.26 0.19
H -1.0488 2.2429 -4.1867 0.02 -0.10 -0.02
H -2.1795 0.8995 -4.4281 0.11 0.00 -0.01
C 1.7445 -1.8959 2.3982 -1.33 -0.67 -0.36
C 0.6848 -2.4079 1.6054 1.15 -0.15 -0.11
C 0.7243 -1.7366 0.3064 0.27 0.89 -0.19
H 0.1003 -3.3017 1.8341 0.17 0.45 -0.04
C 1.7211 -0.6639 0.4304 -0.23 -0.81 0.04
C 2.3402 -0.8054 1.7222 -0.06 0.10 -2.24
H 3.2561 -0.2817 2.0096 -0.66 -0.09 0.04
H 2.1368 -2.3390 3.3115 -0.47 0.28 0.00
H 0.2158 -2.0390 -0.6146 0.61 -0.12 0.32
H 2.0161 0.0119 -0.3753 0.03 -0.33 0.30
C -2.3861 0.8613 1.4234 -0.80 -0.87 0.28
C -2.3283 -0.3139 2.2863 -1.42 0.21 -0.90
C -2.2250 -1.4692 1.4212 -1.15 0.76 0.33
H -2.4680 -0.3286 3.3679 0.21 -0.10 -0.44
C -2.2091 -1.0070 0.0652 -0.70 0.15 0.30
C -2.3308 0.4197 0.0655 -0.12 -0.59 0.85
H -2.4131 1.0563 -0.7964 0.30 0.06 -0.18
H -2.5204 1.8993 1.7317 0.21 -0.36 -0.06
H -2.3113 -2.5006 1.7584 0.38 0.29 -0.16
H -2.2209 -1.6503 -0.8080 0.26 0.23 0.10
Mo -0.4291 -0.1769 1.2438 3.21 -0.77 1.18
N 2.6221 2.0960 5.0647 -0.12 -0.77 -0.14
N 1.4991 1.4117 4.6290 -1.84 1.74 -2.67
N 0.2609 1.8569 5.0247 1.18 -1.30 -0.71
C -0.5187 1.4300 4.0466 0.90 0.20 0.04
N 0.1843 0.8078 3.0378 1.30 1.67 1.89
N 1.5023 0.9058 3.3885 -1.63 0.18 2.10
H 3.4331 1.4901 4.9773 0.03 0.10 0.23
H 2.4571 2.4292 6.0028 0.01 -0.03 0.34
H -1.5771 1.6777 4.0618 0.30 -0.37 -0.13



41
Properties=species:S:1:pos:R:3:forces:R:3 method="wB97M-V/def2-TZVPD" orbital_gap_ev=8.84 relative_energy_kcal_mol=332.7 spin_multiplicity=1
Cl -0.7674 -1.9687 -2.9136 -0.31 0.67 -0.37
C -1.6302 -0.4157 -3.1833 0.17 -0.18 2.99
C -2.4168 -0.2847 -4.3599 4.35 10.77 12.27
C -3.0458 0.9691 -4.3189 2.78 1.43 3.95
C -2.8094 2.0588 -3.2983 1.82 -8.97 -2.05
C -2.1457 1.6854 -2.0646 -0.03 -3.05 -5.23
O -2.0189 2.6121 -1.2733 -1.52 6.79 3.22
C -1.3278 2.5744 -0.1034 0.08 -2.17 2.47
C 0.1550 2.5770 -0.4318 -2.23 10.58 10.22
C 1.2064 2.4319 0.8003 -7.40 15.29 -1.01
C 1.7125 1.3036 0.9746 3.76 -17.19 -1.08
C 0.5650 0.0391 1.4993 4.92 5.34 5.08
N 1.3976 -1.0891 1.8756 -5.02 1.04 5.59
C 1.5349 -1.9899 0.9062 1.63 2.80 -9.90
C 2.3313 -3.0413 1.3345 1.40 -6.67 -4.46
O 1.6365 -3.9619 2.0392 -2.70 -0.44 5.52
C 1.2209 -3.1992 3.3552 4.56 -0.19 -2.19
C 0.6021 -1.9013 2.8611 -4.66 -1.34 2.38
C -1.5216 0.4840 -1.8615 -1.18 -3.18 -7.23
H -2.5936 -0.9625 -4.8989 -2.32 -9.48 -8.03
H -3.7036 0.9106 -5.0769 -2.76 1.74 -2.52
H -3.4912 2.7477 -3.3618 -3.15 4.45 0.02
H -1.3401 1.5753 0.2644 -1.40 -1.21 0.95
H -1.9321 3.2100 0.7101 2.29 -0.73 -1.94
H 0.5065 2.1965 -1.1589 3.57 -6.49 -9.59
H 0.1723 3.6570 -0.8219 0.96 -0.76 0.69
H 0.5169 2.8071 1.7075 1.42 -0.79 -1.24
H 1.9808 3.3090 0.7889 -1.25 -1.45 -0.44
H 1.9810 0.6979 -0.1121 -0.10 1.97 2.57
H 2.6005 1.1548 1.5948 -0.39 0.07 0.12
H -0.2565 -0.1226 0.9633 -3.01 -1.07 -3.09
H 0.1041 0.5810 2.4742 1.20 -1.39 -1.77
H 2.2374 -1.2341 0.1637 -1.46 -2.68 0.80
H 0.6792 -2.4060 0.1314 1.14 1.30 2.40
H 2.5326 -3.8497 0.5124 0.20 2.21 -0.07
H 3.2944 -2.8373 1.6200 2.32 1.03 1.72
H 0.6095 -3.8565 4.0831 1.24 1.26 -1.37
H 2.4174 -2.8855 3.6051 -3.36 -0.98 0.77
H 0.2034 -1.4499 3.8576 1.07 0.33 -1.86
H -0.5105 -2.3498 2.4023 2.83 1.58 0.56
H -0.6872 0.2235 -1.2858 0.55 -0.22 1.15



| no. | E_tot (hartree) |
| --- | --- |
| 1 | -1179.2372 |
| 2 | -1290.8297 |
| 3 | -15412.3462 |
| 4 | -1386.2179 |
| 5 | -1249.6484 |